Entry 1:
A structure of composition H10LiO5. Source: the Open Molecules 2025 dataset; level of theory: ωB97M-V/def2-TZVPD.

ΔE to the lowest compared entry with this formula, charge and spin = 272.54 kJ/mol
DFT total energy = -389.51250 Ha
LUMO level = -0.1589 Ha
Kohn-Sham gap = 9.8 eV
total charge = +1

Positions of all 16 atoms, in Å:
Li  -13.330  -14.981  2.063
O  -11.100  -17.535  2.246
H  -10.974  -18.247  2.872
H  -10.682  -17.845  1.443
O  -12.440  -12.551  4.318
H  -11.924  -12.867  5.060
H  -12.590  -11.625  4.507
O  -12.662  -13.808  -0.989
H  -12.100  -13.041  -1.096
H  -12.603  -14.268  -1.826
O  -16.469  -15.215  2.959
H  -16.944  -16.028  2.784
H  -17.087  -14.678  3.454
O  -8.420  -14.097  2.433
H  -9.161  -13.491  2.415
H  -8.818  -14.965  2.380

Mulliken population analysis, charges in e, atoms 1 to 5: 0.922 -0.634 0.323 0.328 -0.630

***

Entry 2:
A cluster of 4 separate species, H10NO3 in total in a non-equilibrium geometry. Source: the Open Molecules 2025 dataset; level of theory: ωB97M-V/def2-TZVPD.

ΔE to the lowest compared entry with this formula, charge and spin = 102.63 kJ/mol
DFT total energy = -285.64830 Ha
LUMO level (alpha / beta) = -0.2854 / -0.6112 Ha
2S+1 = 2
expectation value of S² = 0.756
Kohn-Sham gap (alpha / beta) = 13.4 / 2.7 eV
total charge = +2

Positions of all 14 atoms, in Å:
N  0.405  0.403  -0.478
H  -0.192  1.243  -0.380
H  1.352  0.796  -0.487
H  0.170  -0.335  0.245
H  0.241  0.050  -1.422
H  -2.198  2.370  0.187
H  -1.562  3.097  1.293
O  -1.458  2.244  0.817
H  1.532  -2.205  -1.046
H  2.062  -2.266  -2.510
O  1.387  -1.814  -1.940
H  -1.279  -0.889  1.901
H  -0.026  -1.526  2.315
O  -0.433  -1.167  1.505

Mulliken population analysis, charges in e, atoms 1 to 5: -0.416 0.269 0.435 0.340 0.433

***

Entry 3:
A cluster of 4 separate species, H10NO3 in total in a non-equilibrium geometry. Source: the Open Molecules 2025 dataset; level of theory: ωB97M-V/def2-TZVPD.

ΔE to the lowest compared entry with this formula, charge and spin = 117.76 kJ/mol
DFT total energy = -285.64253 Ha
LUMO level (alpha / beta) = -0.2833 / -0.5983 Ha
2S+1 = 2
expectation value of S² = 0.757
Kohn-Sham gap (alpha / beta) = 13.0 / 2.4 eV
total charge = +2

Positions of all 14 atoms, in Å:
N  -0.367  0.206  -0.248
H  0.017  -0.203  -1.094
H  -1.128  -0.318  0.205
H  0.380  0.290  0.445
H  -0.852  1.112  -0.347
H  -3.522  -1.146  -1.403
H  -3.725  0.410  -1.568
O  -3.046  -0.304  -1.605
H  2.954  2.513  0.813
H  2.358  1.210  1.367
O  2.080  2.032  0.876
H  1.794  -2.102  1.645
H  1.727  -1.976  0.031
O  1.330  -1.724  0.882

Mulliken population analysis, charges in e, atoms 1 to 5: -0.450 0.373 0.416 0.240 0.392

***

Entry 4:
A cluster of 5 separate species, H10O4S2 in total in a non-equilibrium geometry. Source: the Open Molecules 2025 dataset; level of theory: ωB97M-V/def2-TZVPD.

ΔE to the lowest compared entry with this formula, charge and spin = 36.77 kJ/mol
DFT total energy = -1103.31632 Ha
SMILES = SS.O.O.O.O
LUMO level = 0.0083 Ha
Kohn-Sham gap = 9.5 eV

Positions of all 16 atoms, in Å:
S  1.451  -0.483  -0.164
S  2.468  -2.090  0.670
H  1.170  0.238  0.934
H  3.733  -1.636  0.735
O  -3.762  0.586  -2.060
H  -3.601  1.501  -2.301
H  -4.329  0.366  -2.806
O  -1.848  1.213  0.636
H  -1.704  1.818  -0.085
H  -2.584  0.662  0.349
O  -0.096  0.362  2.825
H  -0.815  0.348  2.148
H  -0.231  -0.384  3.456
O  -1.020  2.201  -2.000
H  -0.283  2.791  -2.143
H  -0.947  1.281  -2.305

Mulliken population analysis, charges in e, atoms 1 to 5: -0.153 -0.206 0.199 0.146 -0.612

***

Entry 5:
A cluster of 5 separate species, H10O5 in total. Source: the Open Molecules 2025 dataset; level of theory: ωB97M-V/def2-TZVPD.

ΔE to the lowest compared entry with this formula, charge and spin = 142.55 kJ/mol
DFT total energy = -382.16988 Ha
SMILES = O.O.O.O.O
LUMO level = 0.0305 Ha
Kohn-Sham gap = 12.2 eV

Positions of all 15 atoms, in Å:
O  5.976  -7.946  -3.924
H  5.279  -8.486  -3.553
H  6.562  -7.772  -3.187
O  11.317  -2.872  -7.457
H  10.465  -2.752  -7.037
H  11.759  -3.530  -6.922
O  2.933  1.903  -3.597
H  2.210  1.725  -2.995
H  2.557  2.484  -4.258
O  6.147  -2.570  -6.357
H  5.712  -3.344  -5.999
H  5.437  -2.049  -6.732
O  3.947  1.326  -10.105
H  4.801  1.484  -10.508
H  3.353  1.926  -10.557

Mulliken population analysis, charges in e, atoms 1 to 5: -0.639 0.319 0.320 -0.642 0.324

***

Entry 6:
A cluster of 5 separate species, H10O5 in total in a non-equilibrium geometry. Source: the Open Molecules 2025 dataset; level of theory: ωB97M-V/def2-TZVPD.

ΔE to the lowest compared entry with this formula, charge and spin = 140.73 kJ/mol
DFT total energy = -382.17057 Ha
SMILES = O.O.O.O.O
LUMO level = 0.0156 Ha
Kohn-Sham gap = 11.2 eV

Positions of all 15 atoms, in Å:
O  -1.521  -0.095  1.335
H  -1.179  0.895  1.476
H  -1.913  -0.239  0.405
O  0.096  1.880  -0.121
H  0.962  1.344  0.035
H  0.451  2.776  -0.248
O  0.470  -1.752  0.007
H  0.026  -1.296  0.789
H  -0.174  -1.742  -0.783
O  -1.181  -0.267  -1.200
H  -1.915  0.000  -1.969
H  -0.553  0.482  -1.036
O  2.127  0.074  0.068
H  1.515  -0.701  -0.102
H  2.855  -0.237  0.725

Mulliken population analysis, charges in e, atoms 1 to 5: -0.752 0.333 0.399 -0.713 0.445